(one)
Computed, not measured: a molecular structure, C3H9N3O2, with ωB97M-V with the def2-TZVPD basis set.

Positions of all 17 atoms, in Å:
1 C 0.77421 0.51310 3.14865
2 N 0.97748 0.11645 -0.45265
3 C 0.99922 0.67627 0.70570
4 N 1.33568 0.02977 1.89215
5 H -0.29687 0.33650 3.31745
6 H 0.90641 1.59906 3.17816
7 H 1.35245 0.08580 4.00825
8 H 1.27574 -0.85695 -0.56515
9 H 0.11077 0.50112 -1.28497
10 H 0.62658 1.66627 0.79583
11 H 1.39000 -1.00822 1.87343
12 N -2.17399 -0.68379 -3.14405
13 C -1.09036 -0.54620 -2.31933
14 O -0.65355 0.68876 -2.21833
15 O -0.72406 -1.60404 -1.75899
16 H -2.57937 0.11463 -3.57742
17 H -2.23033 -1.62852 -3.59873

Results
- net charge = 0

***

(two)
Computed, not measured: C3H9N3O2 in the gas phase, with ωB97M-V with the def2-TZVPD basis set.

Positions of all 17 atoms, in Å:
1 C 0.49230 1.04498 0.81479
2 C 0.87430 -0.43456 0.65366
3 C -0.32127 -1.28476 0.33142
4 N -1.51565 -2.32440 -1.43102
5 N 1.51413 1.99761 0.95726
6 N -0.13035 1.64318 -0.54394
7 O -0.42208 -1.47336 -1.01258
8 O -1.12116 -1.72494 1.11899
9 H -0.32652 1.15005 1.53678
10 H -1.98089 -2.59717 -0.56092
11 H -2.14233 -1.68440 -1.91544
12 H 0.77976 2.44566 -0.20069
13 H 2.41649 1.61425 0.68594
14 H -1.13363 1.83080 -0.53836
15 H 0.09627 1.09386 -1.37256
16 H 1.29059 -0.76767 1.60379
17 H 1.63006 -0.52912 -0.12712

Results
- net charge = 0

***

So which one is most stable? That would be (one), about 0.1318 hartree below the next structure.

***

(one)
Computed, not measured: 3 unconnected molecules or ions with the total composition C6H19NO4, with ωB97M-V with the def2-TZVPD basis set.

Positions of all 30 atoms, in Å:
1 C -1.21726 3.80728 0.25633
2 O -0.44857 2.64976 0.09269
3 C -0.65314 1.66025 1.08467
4 C 0.62269 0.85661 1.22057
5 N 0.95816 0.05433 0.03924
6 C 0.11646 -1.12502 -0.17048
7 C 0.38254 -2.24309 0.83212
8 O 1.76553 -2.58490 0.79238
9 C 2.00041 -3.87113 1.36734
10 H -2.24885 3.69956 -0.10246
11 H -0.69081 4.60354 -0.27657
12 H -1.29968 4.22148 1.27105
13 H -1.52634 1.05681 0.81297
14 H -0.83551 2.10924 2.06695
15 H 0.57979 0.19176 2.09772
16 H 1.48044 1.51615 1.36176
17 H 1.91033 -0.24919 0.21087
18 H 0.31555 -1.53640 -1.15957
19 H -0.92507 -0.80563 -0.15646
20 H -0.21745 -3.10467 0.51726
21 H 0.14300 -2.06752 1.88307
22 H 3.07770 -3.97247 1.46323
23 H 1.65540 -4.60566 0.63259
24 H 1.45397 -3.95084 2.30833
25 O -0.49381 1.40296 -2.35803
26 H 0.16564 1.03401 -1.74664
27 H -0.94396 2.07995 -1.83891
28 O -2.01522 -0.18658 -4.39905
29 H -1.79603 -1.04465 -4.02532
30 H -1.31593 0.40407 -4.07767

Results
- net charge = 0

***

(two)
Computed, not measured: 4 unconnected molecules or ions with the total composition C6H19NO4, with ωB97M-V with the def2-TZVPD basis set.

Positions of all 30 atoms, in Å:
1 C 2.02541 1.64427 -0.40925
2 C 0.76046 0.96573 -0.96682
3 C -0.49851 1.42840 -0.16422
4 C -0.61642 0.82944 1.23407
5 C -0.51908 -0.67902 1.36855
6 N -1.48932 -1.53346 0.66367
7 C -0.68601 -1.11032 2.82558
8 O 0.21321 -1.49583 3.52472
9 H 1.98313 2.69000 -0.71312
10 H 2.89964 1.05998 -0.68184
11 H 1.95285 1.64380 0.67630
12 H 0.43345 1.13642 -1.98562
13 H 0.88845 -0.10705 -0.80422
14 H -1.34399 1.22577 -0.82331
15 H -0.47163 2.50732 0.01548
16 H -1.52283 1.18083 1.73966
17 H 0.19065 1.17287 1.85754
18 H 0.40298 -1.08755 0.98371
19 H -1.39977 -1.63233 -0.33224
20 H -2.42419 -1.59250 1.03019
21 H -1.74300 -1.06811 3.15723
22 O -0.86842 -1.93820 -2.50953
23 H -1.17161 -2.85403 -2.51597
24 H 0.00896 -2.01935 -2.90589
25 O -1.44729 0.50063 -3.88806
26 H -1.27232 -0.18556 -3.23287
27 H -1.54851 1.33264 -3.42700
28 O 2.26989 -0.32309 2.11414
29 H 2.92652 -0.61964 1.48064
30 H 2.06731 -1.07207 2.68848

Results
- net charge = 0

***

So which one is most stable? That would be (two), about 0.0248 hartree below the next structure.

***

(one)
Computed, not measured: 2 unconnected molecules or ions with the total composition CH4N6O, with ωB97M-V with the def2-TZVPD basis set.

Positions of all 12 atoms, in Å:
1 C 1.03897 1.47857 0.03971
2 N 1.76206 -2.56136 1.84470
3 N -2.27483 -1.07457 -0.84527
4 N 1.38764 -1.60290 1.36556
5 N -1.96761 -1.74303 -0.00248
6 N -2.40187 -0.41575 -1.83739
7 N 0.92073 -0.48401 1.27884
8 O 0.69871 0.17724 0.05478
9 H 1.08086 1.80671 -1.12072
10 H 2.12678 1.69151 0.36815
11 H 0.30644 2.18632 0.70856
12 H -2.67788 0.54128 -1.85445

Results
- net charge = 0

***

(two)
Computed, not measured: CH4N6O in the gas phase, with ωB97M-V with the def2-TZVPD basis set.

Positions of all 12 atoms, in Å:
1 N 0.07025 1.87871 -0.03308
2 N -0.63105 0.65320 0.14361
3 N -1.94553 0.66249 -0.09121
4 N -2.40839 -0.48399 -0.28820
5 N -1.37503 -1.32807 0.11007
6 C -0.05976 -0.63608 0.08804
7 N 1.12616 -1.09905 -0.12528
8 O 2.14785 -0.24009 -0.19387
9 H 0.85355 1.74889 -0.77890
10 H 0.66244 1.86305 0.69302
11 H -1.32562 -2.24238 0.11819
12 H 2.88513 -0.77667 0.35760

Results
- net charge = 0

***

So which one is most stable? That would be (two), about 0.0440 hartree below the next structure.